A 8-piece molecular cluster, C57H76F6N12O12S6 overall, computed with ωB97M-V/def2-TZVPD.

- LUMO (eV) = -12.741
- highest occupied orbital energy (eV) = -16.6

Structure (ORCA input):
```
! RIJCOSX wB97M-V def2-TZVPD def2/J DEFGRID3
* xyz 6 1
C -12.274 6.463 -11.500
N -11.106 7.269 -11.064
C -10.779 8.397 -11.736
C -9.630 9.101 -11.386
C -8.871 8.589 -10.289
C -9.286 7.466 -9.554
C -10.401 6.805 -10.053
C -7.642 9.315 -9.841
C -7.454 9.839 -8.555
C -6.250 10.490 -8.254
N -5.275 10.582 -9.176
C -5.469 10.163 -10.448
C -6.646 9.525 -10.775
C -4.119 11.470 -8.822
H -13.112 7.101 -11.773
H -12.570 5.714 -10.773
H -11.987 5.951 -12.421
H -11.412 8.664 -12.574
H -9.355 10.073 -11.764
H -8.722 7.020 -8.749
H -10.656 5.875 -9.561
H -8.225 9.645 -7.823
H -6.016 10.814 -7.250
H -4.622 10.251 -11.114
H -6.763 9.250 -11.816
H -4.504 12.479 -8.951
H -3.385 11.261 -9.596
H -3.797 11.250 -7.810
C -14.041 11.452 -12.574
N -15.077 10.623 -11.877
C -15.084 10.779 -10.543
C -16.181 10.337 -9.793
C -17.220 9.681 -10.468
C -17.174 9.607 -11.860
C -16.147 10.182 -12.564
C -18.361 9.091 -9.716
C -18.998 7.950 -10.154
C -20.070 7.487 -9.403
N -20.462 8.070 -8.271
C -19.836 9.183 -7.820
C -18.845 9.761 -8.574
C -21.663 7.554 -7.489
H -14.084 12.494 -12.276
H -14.255 11.307 -13.632
H -13.068 10.989 -12.423
H -14.211 11.155 -10.032
H -16.077 10.313 -8.718
H -18.040 9.237 -12.392
H -16.057 10.351 -13.627
H -18.833 7.457 -11.102
H -20.676 6.634 -9.679
H -20.248 9.688 -6.957
H -18.259 10.607 -8.249
H -22.007 6.648 -7.978
H -22.420 8.330 -7.590
H -21.425 7.412 -6.438
C -13.996 9.120 -19.369
N -13.287 8.676 -20.616
C -13.351 9.421 -21.743
C -12.686 9.071 -22.866
C -11.771 8.015 -22.784
C -11.759 7.198 -21.662
C -12.535 7.580 -20.565
C -10.989 7.519 -23.984
C -9.610 7.710 -24.078
C -8.904 7.379 -25.235
N -9.557 6.631 -26.148
C -10.904 6.435 -26.071
C -11.678 6.896 -25.022
C -8.818 6.069 -27.311
H -13.385 8.757 -18.552
H -14.937 8.570 -19.461
H -14.185 10.187 -19.404
H -14.142 10.159 -21.746
H -12.820 9.556 -23.822
H -11.157 6.302 -21.627
H -12.628 6.925 -19.710
H -8.983 8.084 -23.279
H -7.828 7.367 -25.326
H -11.322 5.929 -26.930
H -12.753 6.807 -24.962
H -9.272 5.178 -27.736
H -7.809 5.775 -27.035
H -8.842 6.914 -27.997
C -9.273 22.802 -17.147
N -9.593 21.354 -17.047
C -8.583 20.457 -17.118
C -8.819 19.103 -17.083
C -10.110 18.621 -16.896
C -11.153 19.551 -16.992
C -10.871 20.920 -17.052
C -10.343 17.171 -16.545
C -9.425 16.493 -15.746
C -9.637 15.176 -15.398
N -10.836 14.614 -15.668
C -11.690 15.221 -16.518
C -11.487 16.505 -17.016
C -11.009 13.163 -15.362
H -8.305 22.909 -16.672
H -10.093 23.338 -16.673
H -9.344 23.096 -18.194
H -7.587 20.874 -17.172
H -7.901 18.534 -17.148
H -12.206 19.312 -17.055
H -11.618 21.691 -17.172
H -8.508 16.967 -15.427
H -9.000 14.514 -14.831
H -12.538 14.584 -16.731
H -12.322 16.858 -17.604
H -10.616 12.565 -16.183
H -12.052 12.933 -15.179
H -10.359 12.888 -14.534
C -11.928 3.835 -16.030
C -10.791 3.936 -15.026
C -9.609 4.786 -15.604
N -8.456 5.186 -14.683
C -7.549 6.068 -15.533
C -6.222 6.452 -14.906
C -5.522 5.134 -14.452
C -6.400 4.123 -13.655
C -7.695 3.894 -14.463
C -8.847 5.716 -13.301
H -12.454 4.772 -16.220
H -12.718 3.116 -15.811
H -11.617 3.480 -17.016
H -10.460 2.937 -14.739
H -11.189 4.399 -14.117
H -10.021 5.747 -15.916
H -9.226 4.222 -16.451
H -7.434 5.666 -16.539
H -8.227 6.916 -15.668
H -5.513 6.868 -15.619
H -6.357 7.152 -14.078
H -5.089 4.661 -15.335
H -4.636 5.386 -13.867
H -5.978 3.119 -13.617
H -6.719 4.369 -12.641
H -7.360 3.602 -15.459
H -8.354 3.135 -14.048
H -7.935 6.051 -12.821
H -9.257 4.803 -12.876
H -9.602 6.470 -13.521
N -12.025 7.700 -14.702
S -13.462 7.920 -15.201
O -13.649 7.654 -16.595
O -14.198 8.903 -14.418
F -13.930 6.513 -14.575
S -11.430 8.966 -15.656
O -11.655 10.340 -15.232
O -11.166 8.776 -17.047
F -9.926 8.913 -14.996
N -8.625 7.251 -20.966
S -7.190 6.786 -20.754
O -7.032 5.523 -20.051
O -6.204 7.808 -20.486
F -6.738 6.332 -22.229
S -8.954 7.489 -19.284
O -8.023 8.112 -18.377
O -9.850 6.445 -18.893
F -9.961 8.735 -19.500
N -14.500 5.711 -20.039
S -15.549 6.062 -21.087
O -16.440 7.193 -20.897
O -16.111 4.917 -21.737
F -14.508 6.590 -22.215
S -15.531 5.769 -18.705
O -16.578 4.807 -18.578
O -15.841 7.081 -18.210
F -14.455 5.158 -17.646
*
```